DFT (ωB97M-V/def2-TZVPD) results for C20H32N2O3 as an isolated structure at a distorted geometry.

Atoms and positions in Å:
H: -3.3573 -3.8604 -0.4964
C: 0.1875 2.9780 0.6603
C: 5.7430 -1.2536 -0.4956
H: 1.2676 3.3624 0.2027
C: 3.4438 -0.7243 0.3015
H: 0.5030 0.7280 1.2401
C: -2.9560 0.3604 -0.9101
H: 3.2562 0.6228 2.1408
H: -4.6146 3.0737 0.5979
H: -0.7239 3.6815 -0.6718
H: -1.8997 -3.4876 1.5978
H: -5.5543 1.2447 1.7859
H: 1.7223 -1.9709 -1.5506
C: -3.5931 -3.0725 0.2471
C: -1.7904 -0.0356 -1.8409
H: 5.2760 -0.8382 2.3475
O: -0.6567 3.9714 0.1472
H: -4.7673 -3.0460 0.4527
H: -4.9948 -1.0845 1.3561
H: 0.0737 1.9736 -1.6495
H: -3.2685 -2.4834 2.1906
C: 0.3498 1.1223 -0.9553
H: -0.7418 -2.3407 -1.0318
H: -2.0142 -1.0329 -2.2911
H: 3.9900 -1.6641 -1.7575
C: 3.9826 0.4194 1.4154
C: -3.4955 -0.7217 -0.1323
C: 5.4455 0.0320 1.3550
H: 1.3817 -2.3742 0.0918
H: 2.2993 1.4748 -0.6040
C: -4.8908 0.8764 1.1385
H: -1.0671 1.3753 0.7288
O: 6.2809 0.0812 0.4293
C: -0.1197 1.5505 0.6525
C: -4.3148 1.8480 0.5388
H: 3.9835 1.4048 0.6518
H: 6.4433 -1.2282 -1.2981
C: -4.4835 -0.5377 0.6943
H: -3.4635 -4.0672 2.2933
C: 4.3629 -0.7195 -1.0279
N: 1.9401 -0.4684 0.0515
C: -0.3267 -1.2100 -0.6086
O: -3.0453 -1.8743 -0.4774
H: 4.3982 0.1402 -1.5263
N: -0.5323 0.0415 -1.3275
H: -1.6693 0.6618 -2.5424
C: 1.7753 0.5027 -0.9240
C: -3.0364 -3.2794 1.6948
H: 0.0186 3.3245 1.9665
H: -2.7672 2.5308 -1.2432
H: 1.8935 0.3691 -1.9112
H: 5.6762 -2.1420 0.0746
H: 5.9621 0.7347 2.2871
H: 3.3800 -1.7724 0.8159
C: -3.2910 1.6707 -0.6975
C: 1.2672 -1.6221 -0.6440
H: -0.5346 -1.0660 0.5686

Values from the calculation:
**Energy above the lowest of the compared OMol25 structures with the same formula, charge and spin**: 16.7971 eV
**HOMO level**: -7.44 eV
**Molar mass**: 348.49 g mol⁻¹
**HOMO-LUMO gap**: 8.06 eV
**E_tot**: -1115.9140 hartree
**Lowest unoccupied orbital energy**: 0.61 eV

---

DFT (ωB97M-V/def2-TZVPD) results for C20H32NO18S2 as an isolated structure at a distorted geometry.

Atoms and positions in Å:
H: 0.5688 6.5055 -1.1631
O: 2.8504 -3.0469 -2.6979
H: -3.1537 -5.2562 3.2224
C: 0.1200 5.4501 -2.9777
H: -0.5599 4.7699 -2.4647
H: -8.5639 -1.2492 6.6345
C: 1.0995 6.0381 -1.9986
O: 3.2020 6.8713 -1.7099
H: 1.7329 8.0109 -2.6539
C: 2.4400 -2.2021 -1.9659
H: 0.6326 4.8619 -3.7394
H: -7.2055 -3.4259 3.9253
O: -2.6175 -0.7488 -2.5864
C: 7.0047 1.2405 -3.3046
H: 1.0355 -3.2677 -1.3745
C: -6.9060 -3.7670 4.9195
H: -1.0593 -4.1227 3.6322
H: 4.1193 -1.1477 -1.3442
H: -7.0877 -1.0760 5.6725
C: -3.1341 -4.1833 3.0444
H: -0.1584 -3.2766 1.5159
O: 0.3614 -0.5530 -3.2937
C: -8.5294 -5.1589 5.6167
S: -1.9876 -1.0172 -1.3346
C: 3.1522 -0.8978 -1.7786
N: -0.7302 -0.1020 -0.9900
C: 2.4630 0.1223 -0.8607
O: 5.8884 1.7457 -2.5571
O: -3.2739 -1.3779 4.9457
H: -5.8318 -3.6467 5.0300
H: -7.1762 -3.2329 6.9911
H: 6.9198 0.1502 -3.3346
S: 0.0892 0.4351 -2.2797
H: 9.1544 1.3422 -3.3083
H: -1.1260 -4.7185 1.1679
H: 1.9505 -0.3384 -0.0265
C: 8.3167 1.6418 -2.6779
C: -1.7375 -3.6348 2.9242
C: 2.0943 6.9855 -2.6106
H: -0.4696 6.2272 -3.4669
C: 3.1436 5.6242 -1.1572
O: -8.8747 -3.9191 6.0559
H: 3.3720 -0.4481 -2.7382
C: 4.8698 1.9368 -3.4352
O: 1.3266 -2.3496 -1.2948
H: 7.1046 2.8724 -4.7492
H: -1.7555 -3.0935 0.8310
H: -2.8710 -0.7132 -0.3454
O: -1.6713 -2.4171 -1.1404
H: 1.2411 1.8268 -0.8165
O: -9.2175 -6.1218 5.7048
H: 2.1439 1.7419 -2.2987
O: 5.3165 1.8536 -4.7159
O: -1.9314 -2.2770 3.3735
O: 4.0110 5.1405 -0.5096
H: -8.6236 -1.5339 4.9057
H: 2.4231 6.6762 -3.6059
H: 3.2581 0.7169 -0.4071
C: -7.6826 -3.1112 6.0294
C: 1.5835 1.1390 -1.5865
O: -3.6380 -3.4674 4.1865
H: 7.1593 1.2497 -5.4757
H: -3.7636 -3.9500 2.1831
O: -0.6243 1.5439 -2.8966
C: -8.0021 -1.6568 5.7936
C: 6.7467 1.8430 -4.6627
O: 3.7451 2.1465 -3.1260
O: 1.9610 5.0223 -1.4515
H: 8.3578 2.7200 -2.5175
H: 8.4315 1.1707 -1.7019
C: -1.1672 -3.6898 1.5294
O: -7.2903 -5.1443 5.0621
C: -2.9696 -2.2815 4.2351

Values from the calculation:
**Charge**: -1
**HOMO level**: -5.22 eV
**Molar mass**: 638.60 g mol⁻¹
**HOMO-LUMO gap**: 7.31 eV
**E_tot**: -2986.8697 hartree
**Lowest unoccupied orbital energy**: 2.09 eV

---

DFT (ωB97M-V/def2-TZVPD) results for C20H33AlCl4F11Li2N3O16P2S3 as an isolated structure at a distorted geometry.

Atoms and positions in Å:
H: -4.1592 -2.6001 2.8895
C: -4.6818 2.3012 1.7004
H: 3.5782 -0.4896 -0.6469
S: -1.2197 -2.5300 -6.7435
F: -2.0794 -6.4143 -8.6842
C: -7.1900 -0.8196 -3.6062
C: -3.3028 1.7897 1.7246
F: 6.5615 3.9163 5.4402
Cl: -5.2278 -1.7794 -5.2676
O: -0.8571 -4.6105 -0.9377
O: -2.0115 -1.2974 -6.7942
H: 5.7579 -0.5474 -0.7550
H: -6.4007 -3.9543 2.1051
C: -4.9972 3.4976 2.5282
H: 7.0154 2.4856 3.8238
O: 4.9776 2.6608 -0.2823
C: -2.6946 3.5519 3.3333
P: 0.8486 0.4601 -1.0202
P: 2.8637 0.7263 -0.2339
H: -6.8059 -0.9775 4.5675
C: -5.1102 -2.2344 2.4926
Cl: 5.1748 1.0598 3.4282
H: -7.4736 -2.4640 -5.0023
O: -0.8523 -3.8334 -9.6856
S: 2.6739 3.7669 -1.1549
H: -0.2855 1.1656 0.7574
O: -1.0737 1.8984 2.5098
C: 10.2146 1.6428 9.7959
C: -6.9573 -1.5005 -4.9457
F: 1.2717 3.5133 -2.1068
H: 8.0646 -0.5057 -1.5437
S: -2.0824 -3.7574 -8.8955
C: -1.2334 -3.0008 -4.9882
O: -5.5616 1.7787 1.0244
C: 6.8809 1.4046 3.7374
H: -4.2840 4.9467 3.8986
H: -3.0830 0.9300 1.1041
H: -7.7731 -1.9681 1.8593
F: -0.5345 -4.1504 -4.7492
C: -4.0680 4.0779 3.2902
H: -6.5928 0.0928 -3.5089
H: 4.0711 1.9318 -2.1242
H: -8.2772 -2.5437 3.4596
O: 0.3615 -1.0144 -0.5873
F: -4.0443 -5.5035 -8.4407
F: 8.5478 6.0525 5.8154
O: -0.2106 1.5874 -0.1640
C: 5.8340 1.5448 0.1429
C: -6.7848 -0.9474 3.4729
H: -1.1771 -4.6250 -1.8522
H: -7.2655 -0.0230 3.1400
H: 10.5265 1.0618 10.6681
H: 9.8724 2.6270 10.1274
H: 11.0710 1.7699 9.1279
C: -2.8666 -5.3873 -9.1252
O: 3.5648 4.8020 -1.9464
C: 6.2590 0.4966 -1.0447
H: 5.9661 0.8350 -2.1263
C: -6.2696 -3.1464 2.8294
F: 9.3498 3.2355 6.0812
H: 8.2713 1.1480 -1.0559
O: -3.0784 -2.8049 -9.3980
Li: -3.9701 -2.6704 -7.5333
Li: -1.0855 -1.1625 -2.2362
N: 8.1605 0.3240 8.4636
O: -6.2891 3.9884 2.4809
H: 6.8516 2.0391 0.5248
O: -5.4109 -0.9525 3.0613
Al: 8.0228 4.4196 6.3647
Cl: -6.7994 -1.8848 -2.2326
H: -8.2449 -0.5474 -3.5052
H: -5.0100 -2.1040 1.4095
N: -1.9127 -3.8351 -7.3181
O: 2.3730 4.3557 0.2727
O: 0.1978 -2.3538 -7.0624
F: -2.4932 -3.2256 -4.5141
Cl: 7.8999 0.8009 2.4250
H: -6.1181 -3.5936 3.8191
H: 5.4124 0.9704 1.1006
H: -0.5943 2.4857 3.1340
O: 0.6944 0.6493 -2.7453
F: -0.6846 -2.0487 -4.1701
F: 7.6322 4.4742 8.1219
C: 9.0919 0.9220 9.0676
H: 1.3923 0.1377 -3.2513
C: -2.3726 2.3719 2.4839
H: -7.3319 -0.8663 -5.7548
C: 3.7779 2.2142 -1.0043
H: 7.1784 0.9202 4.6706
F: -3.1563 -5.6630 -10.4305
N: 7.7732 0.2461 -0.8814
H: 0.0240 -5.0102 -0.9918
C: -7.4262 -2.1817 2.8771
H: -6.7701 3.3974 1.8613
O: -1.8235 4.0539 4.0348

Values from the calculation:
**Energy above the lowest of the compared OMol25 structures with the same formula, charge and spin**: 6.3558 eV
**HOMO level**: -9.66 eV
**Molar mass**: 1121.29 g mol⁻¹
**HOMO-LUMO gap**: 7.39 eV
**E_tot**: -7224.1417 hartree
**Lowest unoccupied orbital energy**: -2.26 eV

---

DFT (ωB97M-V/def2-TZVPD) results for C20H33As3CoN7OS6Sb as an isolated structure at a distorted geometry.

Atoms and positions in Å:
N: -3.7180 -3.3839 -0.9714
C: 1.9143 3.0669 -2.2414
S: 1.2222 -2.8599 2.8089
C: -3.8952 -2.5894 0.0735
H: 1.9382 5.2654 1.2838
H: 1.1989 -0.5163 2.5365
C: 1.0481 0.8937 -3.0196
H: 3.2707 -0.2913 1.7232
H: 2.1131 -1.8225 -2.7003
C: -2.5920 -0.1691 2.3218
S: -0.4000 -3.4205 1.8330
H: 0.5626 -0.0365 -2.7227
H: 0.4547 4.8506 0.4312
C: 3.3804 -0.9593 0.8694
H: -1.6521 -0.4279 -3.1612
H: 2.0211 0.6643 -3.4543
As: -1.4601 0.6626 -0.8556
S: 1.6756 -0.4422 5.7933
O: -0.6929 -2.2782 -1.2345
H: 1.9038 1.5641 0.2417
C: -2.8841 0.8248 3.1998
N: -1.2522 -0.4000 2.1404
Co: -0.8382 -1.5823 0.5420
H: -3.0662 2.6847 -1.0742
H: 1.2817 3.5490 -3.0010
C: 1.1960 1.7811 -1.7820
C: -0.3986 -4.5501 -1.3774
C: 0.9212 -4.4318 -0.9383
H: -3.8446 1.1808 3.5077
H: -5.4223 -0.7915 2.6758
As: 2.5226 4.5826 -1.0805
H: 0.4397 1.3883 -3.7800
H: 3.2419 -2.5354 -1.5586
N: -1.1929 -3.4700 -1.5486
H: 4.8227 3.4431 -1.1176
H: 4.7234 4.5806 0.2263
H: 1.5023 3.5704 1.0733
N: -3.0179 -1.7887 0.5887
C: -0.9012 -5.8053 -1.6938
H: 2.8365 2.7837 -2.7675
H: -2.6771 -3.5009 -1.2942
H: 1.2207 0.4826 3.8956
N: -1.3173 -6.8480 -1.9823
S: -1.4400 1.5034 3.8588
S: -5.5046 -2.4297 0.8496
C: -0.2012 2.1507 -1.2871
C: -2.9026 1.9174 -0.3144
H: 3.5436 -0.8999 -2.1909
H: 3.9555 2.9955 0.3618
H: 4.2918 -0.7072 0.3228
H: -3.2283 -0.1734 -2.4302
C: 4.1757 3.8112 -0.3212
S: -1.7167 -1.7641 5.5121
C: 2.0387 1.0660 -0.7227
C: -0.5149 0.3497 2.9066
C: 2.7755 -1.6040 -1.8681
H: -2.3941 1.1937 -3.2093
N: 2.0203 -4.2447 -0.6294
H: -0.1182 2.7121 -0.3526
C: -2.2575 0.2888 -2.6139
C: 1.4869 4.5466 0.5973
C: -3.5161 -1.0286 1.6163
H: -0.6812 2.8068 -2.0263
H: 3.4597 -1.9809 1.2437
N: 0.8277 0.3480 2.9446
H: -2.6557 2.4049 0.6285
C: -4.8294 -1.2250 1.8978
As: 1.7932 -0.8897 -0.3097
H: 3.0919 1.1579 -1.0110
Sb: 0.4989 -2.4313 5.3960
H: -4.3600 -4.1500 -1.0873
H: -3.8296 1.3605 -0.1735

Values from the calculation:
**Charge**: -2
**HOMO level (alpha / beta)**: -0.67 / -0.70 eV
**Molar mass**: 985.39 g mol⁻¹
**2S+1**: 2
**HOMO-LUMO gap (alpha / beta)**: 4.43 / 4.55 eV
**E_tot**: -11959.9376 hartree
**Lowest unoccupied orbital energy (alpha / beta)**: 3.76 / 3.86 eV

---

DFT (ωB97M-V/def2-TZVPD) results for C20H33B3CaF18N6O6S2 as an isolated structure at a distorted geometry.

Atoms and positions in Å:
C: -1.4117 3.0023 -2.9093
N: 0.1830 0.0022 4.2527
H: -3.0201 -1.9928 -0.2684
F: 4.4650 -3.7816 -1.0733
H: -0.9185 4.9447 -6.7626
O: 4.7941 4.0077 -3.9862
F: 3.2169 6.0289 -2.3668
F: 0.9391 1.3095 -1.6062
F: 0.0717 -0.4806 -5.4331
H: -0.7140 3.3094 -7.2485
C: 1.3682 0.6528 3.6309
H: 1.3460 0.3661 2.5796
H: 1.1481 1.6944 3.8648
F: 1.8364 0.7631 0.3444
H: -2.2799 -2.4499 6.8888
N: -1.2134 -0.9416 5.8183
F: 2.2721 4.3105 -1.3209
H: -1.5658 -1.3558 0.4690
S: 5.8152 1.6309 -0.3308
N: -1.7756 -3.3031 0.8078
H: -3.1682 -1.0295 8.5614
H: -2.8696 -8.5203 2.2510
F: 2.6078 -3.1560 -0.0706
C: -0.5092 -3.7086 0.4349
H: -2.8547 -1.4647 4.4803
H: -1.2636 -0.0971 2.6324
F: 1.3397 5.2382 -3.1066
O: 4.4832 1.2747 -0.8992
F: 2.2691 -0.7341 -5.6234
C: -1.0521 -0.3839 3.6519
C: 0.0462 -0.3753 5.5968
B: 0.8663 0.4666 -0.5497
O: 2.5900 3.4799 -4.9431
Ca: 2.9029 0.3012 -2.1070
N: -1.2280 3.6174 -5.1345
O: 6.5499 2.4942 -1.3494
B: 1.2750 -0.4325 -4.7560
H: -3.0791 -1.7721 1.4396
F: 4.5425 3.6264 1.0506
O: 3.3368 2.3904 -2.9883
N: -1.5205 -5.4253 1.5300
F: 0.9933 -0.8576 -1.1002
N: -2.6730 3.4068 -3.3621
C: -3.8702 3.6916 -2.5712
C: -0.5273 3.9881 -6.4163
F: 3.8398 -1.4937 -0.9686
C: -4.4868 2.3014 -2.1279
H: -3.8005 -7.0083 2.2201
C: -0.4498 -4.9675 0.8443
H: -4.6575 4.2569 -3.0699
S: 3.4289 3.6250 -3.7260
C: -2.9281 -7.5223 1.8167
B: 3.4717 -2.8333 -1.0594
H: -0.8897 -1.5861 7.6882
H: -3.5439 4.3225 -1.7444
H: 0.3620 -5.6682 0.7162
H: -3.2706 4.0519 -5.3989
H: -3.3662 -4.4063 1.9163
H: -5.1295 1.9316 -2.9268
C: -0.5339 3.2420 -3.9712
H: -1.8536 -6.4895 3.2111
F: 1.4539 0.8781 -4.4135
H: -3.7280 1.5645 -1.8645
F: 6.5480 3.2057 1.6625
F: -0.3048 0.6451 0.0091
H: 0.1321 -2.9821 -0.0418
C: -1.6016 -6.6956 2.1708
H: 0.7662 -0.1470 6.3687
C: -2.3506 -4.3337 1.5560
H: -3.6462 -0.2996 7.1082
F: 4.8336 1.8433 2.1325
O: 6.4699 0.4265 0.0934
C: -2.7514 -0.5326 7.6854
H: -2.3267 0.3894 8.0824
C: 2.5260 4.9138 -2.4981
H: -0.7171 -7.3324 2.1573
H: -1.2838 2.6656 -1.8911
F: 1.2453 -1.0184 -3.5236
C: -1.7648 -1.5019 7.0437
C: -2.4946 3.7456 -4.7130
H: 0.5316 3.3608 -4.1014
C: -1.8777 -1.0283 4.6268
H: -2.9378 -7.6635 0.7359
F: 2.6455 -2.9809 -2.1772
H: 0.5586 3.9337 -6.3393
C: -2.4016 -2.0373 0.6280
H: -5.1691 2.4300 -1.2876
C: 5.3905 2.6132 1.2460
H: 2.3189 0.4472 4.1230

Values from the calculation:
**Energy above the lowest of the compared OMol25 structures with the same formula, charge and spin**: 4.8538 eV
**HOMO level**: -7.25 eV
**Molar mass**: 932.13 g mol⁻¹
**HOMO-LUMO gap**: 5.34 eV
**E_tot**: -4908.6248 hartree
**Lowest unoccupied orbital energy**: -1.92 eV

---

DFT (ωB97M-V/def2-TZVPD) results for one molecule with the formula C20H33ClN2O4.

Atoms and positions in Å:
C: -1.9894 1.2025 4.8290
H: 0.5660 1.5451 2.5867
C: 0.4973 0.7066 -0.2967
H: -2.0204 2.2074 0.6747
H: -2.1727 -1.2673 -3.1807
C: -1.6874 -0.5157 -0.3950
H: -1.3840 -2.5578 -2.2705
H: -4.4708 0.0874 3.9314
H: -4.5019 -2.4424 0.8081
C: -1.0799 2.4218 5.1427
H: -4.8927 -1.3520 -1.6296
H: -1.2076 -1.5716 1.5492
C: -4.0666 -0.6212 5.9241
H: -3.0725 -2.7264 -2.7462
H: 1.6838 2.5842 1.6368
O: -0.7165 2.5315 6.3029
H: -2.1795 0.2456 0.2108
C: -2.6348 -1.0970 5.7036
H: -4.0209 0.1177 -2.0660
C: -2.7866 -1.3632 -1.1067
C: 0.3095 4.3112 4.5660
H: -2.3639 -1.8369 6.4598
H: -3.5052 2.1298 5.9909
O: 0.1397 4.6409 1.4084
C: -0.5598 0.1052 -1.1988
C: -4.4379 0.4891 4.9478
C: -1.0432 2.6533 0.4789
H: -0.1390 5.3082 4.5911
H: -1.0660 3.2620 -0.4277
H: -3.6999 2.4027 4.2670
H: -2.1702 2.8723 2.8110
C: -0.4049 3.3693 1.7072
H: -0.6296 -0.2861 5.5703
H: 0.7741 4.5498 0.6891
H: -0.5123 -2.3147 0.0856
C: -2.6941 -2.3664 0.0858
H: -1.6305 0.4685 6.7894
Cl: -1.8042 0.5356 3.1402
O: 1.6481 0.3132 -0.2691
H: -2.6663 -3.4221 -0.2087
H: -4.7604 -1.4579 5.8174
H: -0.9339 0.8647 -1.8970
H: 1.1188 4.3230 3.8363
H: 0.6997 4.0700 5.5474
H: -4.1744 -0.2536 6.9513
C: 0.6548 2.2352 1.7475
H: -4.4460 -0.1852 -0.3760
C: -1.3215 3.5344 2.9094
O: -3.6377 -2.1574 1.1212
H: -2.5601 -1.5993 4.7356
C: -1.6441 0.0590 5.7806
N: -0.6824 3.3132 4.1881
C: -4.1130 -0.6576 -1.3010
H: -1.7230 4.5554 2.8771
C: -3.4456 1.6435 5.0116
H: -5.4379 0.8703 5.1665
C: -2.3223 -2.0129 -2.3965
N: 0.0642 1.7004 0.5274
H: -0.0536 -0.6516 -1.7977
C: -1.3499 -1.7411 0.4839

Values from the calculation:
**Energy above the lowest of the compared OMol25 structures with the same formula, charge and spin**: 0.2926 eV
**HOMO level**: -9.23 eV
**Molar mass**: 400.95 g mol⁻¹
**SMILES**: CN(CC1(O)CN(C(=O)C[C@@H]2C[C@@H](O)C2(C)C)C1)C(=O)C1(Cl)CCCCC1
**HOMO-LUMO gap**: 9.75 eV
**E_tot**: -1652.5511 hartree
**Lowest unoccupied orbital energy**: 0.52 eV